[1]
Entry from OMol25: a cluster of 2 separate species, C5H15N3 in total (ωB97M-V/def2-TZVPD).

The geometry in ORCA input format:
```
! wB97M-V def2-TZVPD RIJCOSX def2/J DEFGRID3
* xyz 0 1
C -0.66 0.74 -2.31
C 0.07 0.95 -1.00
H 1.22 2.39 1.03
H 0.02 0.44 -3.11
H 0.37 -0.91 3.24
H -0.66 1.04 -0.19
H 2.40 1.44 0.19
C 1.75 2.32 0.08
H 0.75 0.12 -0.76
H -0.94 -3.50 1.07
N 0.90 2.16 -1.09
H -1.46 -3.14 -0.60
H -1.18 1.65 -2.60
H -1.40 -0.06 -2.22
N 0.02 -1.53 2.52
H 0.71 -2.12 2.09
H -1.45 -0.13 2.18
C -0.89 -2.78 0.25
H 2.40 3.19 -0.03
C -0.99 -1.02 1.74
N -1.41 -1.48 0.64
H 0.24 2.93 -1.09
H 0.17 -2.70 -0.05
*
```

Properties
SMILES ... C/N=C\N.CCNC
Relative energy (zero: lowest compared OMol25 entry of this formula, charge and spin) ... 125.8 kJ/mol
Highest occupied orbital energy ... -8.71 eV
Frontier orbital gap ... 9.5 eV
DFT total energy ... -363.73917 Ha
E_LUMO ... 0.799 eV
Strongest force on any atom ... 0.015 Eh/bohr

---

[2]
Entry from OMol25: a structure of composition C19H16BrN3O2Os in a non-equilibrium geometry (ωB97M-V/def2-TZVPD).

The geometry in ORCA input format:
```
! wB97M-V def2-TZVPD RIJCOSX def2/J DEFGRID3
* xyz 2 1
C 0.65 -0.08 -4.79
H 1.37 -0.06 6.08
H 0.89 -0.10 -5.84
N 0.01 -0.01 -2.06
C -3.28 0.71 -0.46
H -2.11 1.60 1.10
O -2.16 -1.40 -0.13
C 4.01 0.06 -3.21
C 1.60 -0.03 5.02
H -1.94 -0.27 -2.65
C 0.86 0.06 2.70
C 2.64 0.01 0.90
H 5.06 0.08 -3.47
H 3.72 0.03 0.74
C 1.32 0.03 -2.46
N -4.39 -1.45 -0.32
H -4.42 -2.45 -0.18
C -3.24 -0.80 -0.27
N 1.86 0.00 -0.14
C 3.25 -0.03 3.24
C 3.05 0.08 -4.18
H 4.29 -0.05 2.94
H -5.27 -0.96 -0.48
Os -0.26 0.11 -0.05
H 3.32 0.11 -5.23
H -3.46 0.91 -1.52
C -0.65 -0.21 -4.36
C 2.24 0.00 2.27
C 2.94 -0.05 4.60
H -1.46 -0.34 -5.05
Br 4.34 -0.10 5.87
C 1.68 0.02 -3.83
H -4.14 1.11 0.08
H 4.47 -0.01 -1.12
H -1.83 2.32 -0.51
C -0.92 -0.16 -2.99
O -0.11 0.14 1.88
C -2.01 1.39 0.03
C 3.67 0.02 -1.85
H -0.43 0.07 4.40
C 2.34 0.03 -1.45
C 0.60 0.04 4.10
*
```

Properties
Highest occupied orbital energy (alpha / beta) ... -14.18 / -14.18 eV
Frontier orbital gap (alpha / beta) ... 5.0 / 5.0 eV
DFT total energy ... -3712.47394 Ha
E_LUMO (alpha / beta) ... -9.188 / -9.184 eV
Strongest force on any atom ... 0.071 Eh/bohr

---

[3]
Entry from OMol25: an isolated molecule of C3H4ClFO in a non-equilibrium geometry (ωB97M-V/def2-TZVPD).

The geometry in ORCA input format:
```
! wB97M-V def2-TZVPD RIJCOSX def2/J DEFGRID3
* xyz 0 1
F -0.32 -0.92 1.36
C 0.49 -1.11 -0.86
H -0.97 1.74 -0.63
Cl 0.21 -2.90 -0.72
O 1.47 -0.55 0.02
H 0.32 1.98 0.79
C -0.54 1.42 0.40
H 0.42 -0.55 -1.87
C 0.17 -0.33 0.33
H -1.25 1.21 1.19
*
```

Properties
SMILES ... C[C@]1(F)O[C@H]1Cl
Relative energy (zero: lowest compared OMol25 entry of this formula, charge and spin) ... 203.3 kJ/mol
Highest occupied orbital energy ... -10.38 eV
Frontier orbital gap ... 11.3 eV
DFT total energy ... -751.91352 Ha
E_LUMO ... 0.885 eV
Strongest force on any atom ... 0.109 Eh/bohr

---

[4]
Entry from OMol25: a cluster of 4 separate species, C9H27NO5 in total in a non-equilibrium geometry (ωB97M-V/def2-TZVPD).

The geometry in ORCA input format:
```
! wB97M-V def2-TZVPD RIJCOSX def2/J DEFGRID3
* xyz 0 1
C 0.02 -3.46 -0.83
H 0.12 -0.13 2.32
H -2.57 0.43 -3.33
H 0.89 2.01 1.77
H 2.60 2.16 1.29
H 1.71 2.16 -1.61
C 1.34 3.25 -0.06
O 0.20 0.47 -1.62
H 1.46 4.65 1.53
H 0.24 -0.21 -0.89
H 2.94 4.41 0.51
C 1.57 2.05 0.93
H -2.20 2.64 -0.14
H 0.27 3.33 -0.27
O 1.27 -4.02 -0.28
C -2.63 1.78 0.48
N 0.06 -1.48 0.71
C -1.85 -0.08 1.76
O -2.35 -0.04 -2.47
H 2.20 -4.18 -2.11
H 1.01 -1.76 0.86
C 1.86 4.50 0.49
H -0.64 -4.26 -1.28
O -1.56 1.11 0.97
H 1.46 -5.65 -1.52
C -0.67 -2.63 0.27
H -0.25 1.11 -1.03
H -1.07 -3.29 1.10
C 2.00 -4.78 -1.21
O 1.97 3.06 -1.30
H 0.27 -2.81 -1.76
C -0.57 -0.86 1.91
H 1.58 5.37 -0.19
H 1.53 1.07 0.40
H -2.71 -0.63 1.34
H -3.22 1.13 -0.20
H -1.43 0.12 -2.25
H -3.29 2.13 1.24
H -1.64 -2.28 -0.15
H 2.98 -5.02 -0.78
H -2.12 0.27 2.77
H -0.77 -1.67 2.64
*
```

Properties
SMILES ... COCCNCCOC.CC(C)O.O.O
Relative energy (zero: lowest compared OMol25 entry of this formula, charge and spin) ... 89.2 kJ/mol
Highest occupied orbital energy ... -9.65 eV
Frontier orbital gap ... 10.4 eV
DFT total energy ... -789.99690 Ha
E_LUMO ... 0.790 eV
Strongest force on any atom ... 0.057 Eh/bohr